one | Below is C2H4ClNO2 as an isolated structure, with properties calculated with wB97M-V/def2-TZVPD.

Output
Orbital gap, eV: 10.53

Each line ends with the Mulliken charge.
Atoms and positions in Å:
C: -0.84981 0.91824 -0.41331  0.303
C: -0.33730 -0.35503 0.27444  0.339
N: 1.10541 -0.55453 0.19328  -0.603
O: -0.10407 1.37294 -1.34149  -0.448
O: -1.94329 1.30476 -0.14764  -0.506
Cl: -0.88175 -0.55706 1.94622  -0.164
H: -0.81882 -1.42451 -0.37246  0.239
H: 1.40897 -1.47726 -0.02527  0.227
H: 1.61490 -0.29722 1.02962  0.212
H: 0.80576 1.06967 -1.14338  0.403

two | Below is a 2-piece molecular cluster, C2H4ClNO2 overall, with properties calculated with wB97M-V/def2-TZVPD.

Output
Orbital gap, eV: 10.19
SMILES string: C=CCl.O=NO

Each line ends with the Mulliken charge.
Atoms and positions in Å:
C: -0.66207 -1.43144 0.99468  -0.585
C: -0.87212 -0.94824 -0.19873  0.000
Cl: 0.22511 -0.91990 -1.44629  -0.157
H: -1.30257 -1.51740 1.87740  0.273
H: 0.37335 -1.75043 1.18994  0.200
H: -1.94011 -0.66031 -0.43276  0.279
O: 1.41625 1.35370 0.96192  -0.312
N: 1.42624 1.34879 -0.23301  0.238
O: 0.63402 2.22485 -0.85263  -0.342
H: 0.70192 2.30038 -1.86052  0.405

It is two that is the least stable of them.

one | Below is a 2-piece molecular cluster, C2H9OS overall, with properties calculated with wB97M-V/def2-TZVPD.

Output
Orbital gap (alpha / beta), eV: 4.65 / 10.67
Multiplicity: 2

Each line ends with the Mulliken charge.
Atoms and positions in Å:
O: -1.76905 -0.61703 -2.06240  -0.613
H: -2.66614 -0.91243 -2.26315  0.297
H: -1.27464 -0.98322 -2.79946  0.306
H: 0.19384 -1.21564 -0.05785  0.049
C: -0.77177 1.04020 0.29409  -1.046
S: 0.14050 -0.37354 1.07936  -0.084
C: 1.95697 -0.22016 1.25577  -0.969
H: -0.90410 1.77508 1.06765  0.435
H: -1.72436 0.72772 -0.11517  0.309
H: -0.19555 1.37944 -0.55518  0.324
H: 2.19852 0.82685 1.38488  0.291
H: 2.18036 -0.68667 2.21212  0.311
H: 2.63540 -0.74060 0.55934  0.390

two | Below is a 3-piece molecular cluster, C2H9OS overall, with properties calculated with wB97M-V/def2-TZVPD.

Output
Orbital gap (alpha / beta), eV: 7.46 / 10.58
Multiplicity: 2

Each line ends with the Mulliken charge.
Atoms and positions in Å:
O: -0.94377 1.28863 2.45117  -0.575
H: -1.02909 0.87481 3.31498  0.294
H: 5.76387 -2.46780 -3.85084  -0.022
H: -1.38022 2.14933 2.52864  0.304
C: 1.54092 0.07869 -0.24570  -0.969
C: 0.31502 -0.75723 -0.17948  -0.196
S: -1.12197 -0.18226 -0.90081  -0.230
H: 1.47045 1.06536 0.23855  0.277
H: 1.83194 0.32240 -1.28462  0.298
H: 2.38465 -0.47800 0.14483  0.283
H: 6.36170 -2.55438 -4.27812  0.022
H: 0.42656 -1.80261 0.03170  0.401
H: -1.90459 -1.24911 -0.73612  0.113

It is one that is the least stable of them.

one | Below is a single C3H3Br molecule, with properties calculated with wB97M-V/def2-TZVPD.

Output
Orbital gap, eV: 10.20
SMILES string: CC#CBr

Each line ends with the Mulliken charge.
Atoms and positions in Å:
C: -1.09494 -0.04417 -0.02944  -1.135
C: 0.35508 -0.04471 0.15502  0.424
C: 1.58492 0.05020 0.11458  -0.168
Br: 3.39790 -0.01830 0.06970  -0.042
H: -1.51107 -0.48210 0.75041  0.348
H: -1.39103 -0.41801 -1.05699  0.260
H: -1.34087 0.95709 -0.00328  0.314

two | Below is a single C3H3Br molecule, with properties calculated with wB97M-V/def2-TZVPD.

Output
Orbital gap (alpha / beta), eV: 8.94 / 8.94

Each line ends with the Mulliken charge.
Atoms and positions in Å:
C: 0.59896 -0.06051 0.24907  0.217
C: 2.04189 -0.47982 0.82036  -0.295
C: -0.50513 0.31454 -0.64775  -0.636
Br: 0.42309 -0.81278 2.09423  -0.043
H: -1.31248 0.14942 0.05670  0.257
H: -0.66940 -0.44108 -1.47316  0.235
H: -0.57693 1.33022 -1.09945  0.265

three | Below is a single C3H3Br molecule, with properties calculated with wB97M-V/def2-TZVPD.

Output
Orbital gap, eV: 9.18
SMILES string: BrC1=CC1

Each line ends with the Mulliken charge.
Atoms and positions in Å:
Br: 3.75054 0.03636 -0.00898  -0.188
C: 1.51060 -0.26543 0.00869  -0.138
C: 0.44432 -0.99406 -0.00928  -0.063
C: 0.24378 0.56967 0.01955  -0.446
H: -0.01975 -1.96342 -0.07045  0.350
H: 0.06422 0.90056 -0.98113  0.201
H: -0.21810 0.98761 0.83579  0.283

It is two that is the least stable of them.